# 1
Computed, not measured: a cluster of 14 separate species, C34H63F3N7O8S2 in total at a distorted geometry, with ωB97M-V with the def2-TZVPD basis set.

Structure (ORCA input):
```
! RIJCOSX wB97M-V def2-TZVPD def2/J DEFGRID3
* xyz -1 1
C -0.215 -1.173 -0.601
O -0.253 -0.265 -1.706
O -0.182 -2.424 -1.203
C 0.852 -0.778 0.528
F 2.048 -0.421 0.032
F 0.419 0.309 1.181
F 1.074 -1.684 1.476
C -0.831 0.954 -1.430
C -0.753 1.774 -2.691
H -1.484 2.582 -2.667
H 0.207 2.126 -3.069
H -1.123 1.252 -3.573
H -0.370 1.540 -0.634
H -1.884 0.945 -1.149
H -1.142 -1.055 -0.039
C -3.468 -3.011 -1.682
C -4.844 -3.353 -2.091
N -5.924 -3.680 -2.377
H -2.869 -3.908 -1.525
H -3.488 -2.580 -0.682
H -2.956 -2.345 -2.376
C -5.200 2.052 -0.893
C -4.884 0.661 -0.481
N -4.676 -0.410 -0.158
H -4.312 2.679 -0.973
H -5.837 2.466 -0.112
H -5.842 2.076 -1.774
C -0.208 -4.187 -4.245
C 0.612 -3.844 -5.393
N 1.302 -3.647 -6.296
H -0.975 -4.890 -4.571
H -0.695 -3.288 -3.866
H 0.396 -4.730 -3.517
C 3.442 -3.527 -0.460
C 3.968 -2.988 0.778
N 4.368 -2.473 1.740
H 4.161 -3.337 -1.257
H 2.426 -3.178 -0.643
H 3.426 -4.617 -0.477
C 1.759 2.974 0.007
C 3.047 3.609 0.280
N 4.112 4.089 0.405
H 0.906 3.651 0.021
H 1.737 2.176 0.750
H 1.812 2.568 -1.003
C -2.811 -0.396 -5.022
C -3.613 0.592 -4.296
N -4.287 1.315 -3.743
H -1.815 -0.553 -4.608
H -2.793 -0.137 -6.081
H -3.370 -1.332 -5.041
C 2.355 -1.224 -3.331
C 2.715 0.201 -3.602
N 2.910 1.300 -3.769
H 2.266 -1.401 -2.259
H 3.275 -1.701 -3.669
H 1.521 -1.679 -3.864
C 2.398 -5.147 3.070
S 1.045 -5.195 4.324
O 1.658 -6.064 5.412
C 1.243 -3.443 4.956
H 2.244 -4.416 2.276
H 2.462 -6.125 2.592
H 3.374 -5.023 3.539
H 2.305 -3.292 5.149
H 0.578 -3.236 5.794
H 0.903 -2.794 4.149
C 6.396 -1.583 -2.294
S 6.541 -0.686 -0.670
O 7.878 0.015 -0.701
C 5.200 0.591 -0.852
H 7.004 -2.481 -2.396
H 6.759 -0.989 -3.132
H 5.383 -1.976 -2.381
H 4.270 0.082 -1.107
H 5.409 1.327 -1.629
H 5.011 1.159 0.059
C 3.520 -0.321 4.883
C 3.420 0.650 3.748
O 2.326 1.050 3.274
C 4.709 1.047 3.151
H 3.883 0.144 5.800
H 4.051 -1.253 4.688
H 2.506 -0.625 5.141
H 5.365 1.542 3.868
H 4.460 1.807 2.410
H 5.100 0.149 2.672
C -1.533 -0.964 3.115
C -2.855 -1.375 3.713
O -3.186 -1.245 4.909
C -3.930 -1.927 2.742
H -1.042 -1.773 2.575
H -0.807 -0.457 3.750
H -1.852 -0.228 2.377
H -4.831 -1.314 2.750
H -4.294 -2.886 3.111
H -3.667 -1.949 1.685
C -3.703 5.068 -2.583
C -4.812 5.769 -1.930
O -5.954 5.309 -1.901
C -4.592 7.146 -1.360
H -2.945 4.711 -1.886
H -3.210 5.799 -3.225
H -4.236 4.296 -3.138
H -3.673 7.084 -0.777
H -5.385 7.399 -0.657
H -4.418 7.896 -2.132
C -3.082 4.126 3.624
C -2.356 2.964 2.896
O -2.898 1.893 2.652
C -0.880 3.211 2.607
H -3.998 3.868 4.155
H -3.417 4.825 2.858
H -2.362 4.484 4.361
H -0.405 3.782 3.404
H -0.687 3.667 1.636
H -0.404 2.231 2.574
*
```

Summary:
Kohn-Sham gap (eV): 7.3
Molecular weight (g/mol): 819.047
Largest force on an atom (eV/A): 4.1
Lowest unoccupied orbital energy (eV): 1.70

=====

# 2
Computed, not measured: a cluster of 13 separate species, C34H64Cl24FNO5 in total at a distorted geometry, with ωB97M-V with the def2-TZVPD basis set.

Structure (ORCA input):
```
! RIJCOSX wB97M-V def2-TZVPD def2/J DEFGRID3
* xyz 0 1
C -1.818 -0.537 7.288
C -0.990 -0.334 6.261
C -1.369 -0.653 4.840
O -0.579 -0.982 4.056
O -2.652 -0.469 4.563
C -2.921 0.906 4.179
C -4.228 0.911 3.462
C -4.520 2.207 2.689
C -3.311 2.903 2.033
C -2.952 2.295 0.656
C -2.636 0.793 0.674
C -1.713 0.276 -0.464
C -0.461 1.130 -0.734
C 0.542 1.166 0.433
C 0.613 2.537 1.084
C 1.743 2.637 2.121
C 2.997 1.848 1.771
O 3.906 1.790 2.907
C 3.753 0.583 3.541
C 2.618 0.359 4.476
O 4.519 -0.265 3.321
C -1.207 -1.084 -0.004
N -0.298 -1.703 -0.959
C 0.029 -3.028 -0.436
C 1.098 -2.906 0.660
C 2.433 -3.427 0.163
F 2.636 -2.985 -1.117
O -2.526 0.008 -1.599
C -2.656 1.074 -2.519
H -2.165 -1.506 7.604
H -2.139 0.298 7.892
H -0.024 0.065 6.412
H -2.982 1.457 5.099
H -2.084 1.205 3.567
H -4.290 0.082 2.778
H -5.019 0.755 4.183
H -5.079 2.913 3.284
H -5.179 1.938 1.872
H -3.612 3.923 1.822
H -2.441 2.988 2.675
H -3.835 2.429 0.046
H -2.151 2.903 0.263
H -2.220 0.478 1.625
H -3.576 0.271 0.585
H -0.680 2.157 -1.006
H 0.030 0.702 -1.597
H 1.498 0.882 0.022
H 0.277 0.497 1.241
H -0.321 2.658 1.617
H 0.665 3.342 0.361
H 1.378 2.428 3.106
H 2.044 3.679 2.162
H 2.802 0.817 1.512
H 3.509 2.301 0.945
H 1.701 0.450 3.908
H 2.655 -0.650 4.844
H 2.571 1.102 5.259
H -0.814 -1.053 0.998
H -2.105 -1.717 0.048
H -0.833 -1.901 -1.801
H -0.849 -3.497 0.009
H 0.332 -3.699 -1.223
H 0.740 -3.472 1.509
H 1.196 -1.881 0.986
H 2.372 -4.508 0.168
H 3.239 -3.131 0.815
H -3.610 0.950 -3.010
H -2.651 2.053 -2.065
H -1.901 0.972 -3.290
C 3.607 4.965 -1.004
Cl 3.233 3.338 -1.585
Cl 2.182 5.756 -0.320
H 4.369 4.895 -0.237
H 3.968 5.556 -1.837
C -1.073 4.161 4.849
Cl -2.681 4.794 5.222
Cl -0.779 2.612 5.656
H -0.998 4.014 3.776
H -0.330 4.876 5.180
C -2.642 -2.792 -4.806
Cl -1.081 -2.727 -3.970
Cl -3.901 -1.925 -3.926
H -2.528 -2.344 -5.786
H -2.933 -3.838 -4.899
C -0.031 3.516 -4.540
Cl -0.995 2.249 -5.293
Cl -0.596 3.864 -2.896
H 0.997 3.183 -4.493
H -0.106 4.419 -5.131
C -1.549 7.291 -5.231
Cl -0.023 6.872 -6.025
Cl -2.931 7.045 -6.302
H -1.669 6.662 -4.356
H -1.513 8.334 -4.941
C 1.497 -4.720 -5.772
Cl 0.686 -6.238 -5.357
Cl 0.875 -4.050 -7.286
H 1.322 -4.005 -4.978
H 2.559 -4.905 -5.882
C 4.172 -7.521 -5.547
Cl 4.786 -7.426 -7.201
Cl 4.702 -6.140 -4.574
H 3.089 -7.529 -5.577
H 4.541 -8.429 -5.088
C -4.041 -4.711 -1.485
Cl -2.424 -5.076 -2.099
Cl -5.289 -5.076 -2.683
H -4.221 -5.311 -0.601
H -4.088 -3.656 -1.240
C 2.939 2.938 8.408
Cl 1.982 1.614 7.726
Cl 2.337 3.426 9.994
H 3.965 2.608 8.510
H 2.884 3.787 7.737
C -2.743 -5.511 -8.003
Cl -3.683 -5.229 -6.529
Cl -2.870 -7.185 -8.548
H -3.118 -4.860 -8.783
H -1.702 -5.289 -7.797
C 4.394 -3.817 3.994
Cl 2.772 -3.223 3.626
Cl 4.505 -5.573 3.809
H 5.097 -3.350 3.315
H 4.637 -3.558 5.017
C 4.792 1.610 -4.439
Cl 3.485 2.754 -4.773
Cl 6.065 1.698 -5.659
H 5.217 1.846 -3.471
H 4.381 0.607 -4.433
*
```

Summary:
Kohn-Sham gap (eV): 8.1
Molecular weight (g/mol): 1436.758
Largest force on an atom (eV/A): 4.7
Lowest unoccupied orbital energy (eV): -0.53

=====

# 3
Computed, not measured: a cluster of 15 separate species, C34H64F2N2O12 in total at a distorted geometry, with ωB97M-V with the def2-TZVPD basis set.

Structure (ORCA input):
```
! RIJCOSX wB97M-V def2-TZVPD def2/J DEFGRID3
* xyz -2 1
O 1.281 0.076 -1.923
C 0.060 -0.192 -1.324
C -0.017 -0.717 0.163
O 0.960 -1.549 0.735
H -0.456 -0.965 -1.933
H -0.714 0.610 -1.352
H -1.018 -1.186 0.288
H -0.179 0.117 0.878
N -3.055 5.341 -0.836
C -3.361 4.869 0.374
C -2.972 3.600 0.807
C -2.259 2.782 -0.049
C -1.909 3.258 -1.303
C -2.320 4.538 -1.634
H -3.907 5.560 1.005
H -3.235 3.197 1.777
H -1.905 1.804 0.255
H -1.270 2.654 -1.934
H -2.042 4.851 -2.634
N -5.418 -1.359 -0.175
C -4.408 -2.054 -0.763
C -3.573 -1.521 -1.709
C -3.815 -0.208 -2.136
C -4.801 0.529 -1.511
C -5.536 -0.079 -0.479
H -4.335 -3.050 -0.346
H -2.777 -2.120 -2.127
H -3.191 0.133 -2.952
H -4.984 1.545 -1.834
H -6.289 0.552 -0.018
C 3.380 1.790 0.446
O 4.486 1.226 -0.278
H 2.664 2.263 -0.230
H 2.805 1.008 0.935
H 3.701 2.531 1.183
H 4.772 1.972 -0.812
C -1.859 -3.495 1.709
O -0.565 -3.929 1.311
H -2.519 -4.362 1.810
H -1.866 -2.966 2.664
H -2.301 -2.889 0.915
H -0.095 -3.094 1.081
C 2.840 -4.566 1.344
O 4.110 -4.075 0.959
H 2.079 -3.995 0.813
H 2.724 -5.645 1.187
H 2.777 -4.319 2.411
H 4.761 -4.477 1.539
C 4.194 0.984 -4.468
O 3.962 0.702 -3.108
H 3.334 0.698 -5.084
H 4.456 2.026 -4.690
H 4.994 0.337 -4.839
H 3.082 1.078 -2.961
C 0.782 -2.228 4.285
O 0.970 -1.152 3.406
H 1.470 -3.046 4.041
H 0.908 -2.007 5.345
H -0.222 -2.649 4.152
H 0.854 -1.415 2.441
C 1.519 3.560 -2.486
O 0.920 2.620 -3.370
H 1.196 3.476 -1.444
H 2.592 3.352 -2.413
H 1.271 4.538 -2.894
H 0.852 1.774 -2.881
C 4.342 -1.322 3.594
O 3.578 -0.878 2.477
H 4.973 -2.159 3.292
H 4.972 -0.499 3.953
H 3.659 -1.553 4.417
H 2.675 -0.790 2.830
C 0.572 0.026 -5.686
O 0.566 -0.874 -4.620
H 0.402 1.051 -5.343
H 1.480 0.078 -6.302
H -0.192 -0.200 -6.438
H 0.790 -0.401 -3.792
C -2.209 -2.675 -5.400
O -2.216 -1.543 -4.531
H -3.153 -3.216 -5.428
H -1.968 -2.315 -6.405
H -1.419 -3.340 -5.042
H -1.283 -1.307 -4.397
C 0.921 -3.836 -2.714
O 1.914 -4.177 -1.781
H 0.025 -4.428 -2.481
H 0.609 -2.795 -2.738
H 1.167 -4.130 -3.743
H 1.910 -5.108 -1.557
F -0.684 -0.101 5.088
C -1.801 0.009 4.347
C -2.887 0.696 4.872
C -3.993 0.942 4.076
C -4.008 0.522 2.763
C -2.894 -0.115 2.188
C -1.810 -0.352 3.009
H -2.925 0.977 5.918
H -4.874 1.443 4.455
H -4.930 0.608 2.202
H -2.997 -0.355 1.139
H -0.961 -0.858 2.568
F 3.461 2.562 5.035
C 2.605 2.787 4.005
C 1.722 1.817 3.624
C 0.770 2.068 2.627
C 0.866 3.234 1.913
C 1.796 4.225 2.288
C 2.673 4.002 3.350
H 1.784 0.845 4.097
H -0.023 1.360 2.441
H 0.219 3.461 1.076
H 1.839 5.179 1.782
H 3.352 4.789 3.650
*
```

Summary:
Kohn-Sham gap (eV): 5.6
Molecular weight (g/mol): 730.884
Largest force on an atom (eV/A): 2.2
Lowest unoccupied orbital energy (eV): 4.23

=====

# 4
Computed, not measured: a structure of composition C34H64NOPdSb2Si at a distorted geometry, with ωB97M-V with the def2-TZVPD basis set.

Structure (ORCA input):
```
! RIJCOSX wB97M-V def2-TZVPD def2/J DEFGRID3
* xyz 2 2
Pd 0.782 0.307 -0.954
C 0.930 3.260 4.758
C 0.380 1.879 4.541
C 1.133 0.804 5.278
Sb 0.410 1.425 2.291
C -1.474 2.366 1.534
C -1.546 3.821 1.953
C -2.694 1.599 2.008
C 2.020 2.836 1.553
C 1.911 3.037 0.062
C 3.377 2.302 1.954
H 0.751 3.549 5.795
H 0.443 4.003 4.132
H 2.004 3.297 4.593
H -0.686 1.834 4.759
H 2.191 0.814 5.022
H 0.729 -0.186 5.065
H 1.054 0.972 6.353
H -1.372 2.263 0.446
H -1.696 3.892 3.029
H -2.404 4.292 1.474
H -0.657 4.386 1.673
H -2.746 1.569 3.096
H -2.691 0.581 1.627
H -3.594 2.098 1.652
H 1.807 3.766 2.085
H 2.075 2.066 -0.464
H 2.678 3.734 -0.276
H 0.938 3.441 -0.218
H 3.588 1.362 1.445
H 3.447 2.144 3.028
H 4.154 3.012 1.674
O -0.719 -0.503 0.738
N -0.759 -1.813 0.855
C -0.619 -2.579 -0.252
C -0.725 -3.945 -0.184
C -0.967 -4.563 1.041
C -1.059 -3.758 2.176
C -0.942 -2.395 2.063
H -0.408 -2.027 -1.170
H -0.613 -4.524 -1.086
H -1.068 -5.631 1.112
H -1.221 -4.193 3.149
H -0.992 -1.724 2.907
C 4.483 -0.482 -0.700
Si 2.676 -0.999 -0.279
C 2.649 -1.652 1.535
C 2.209 -2.310 -1.622
C 2.350 -3.676 -1.411
C 2.154 -4.567 -2.454
C 1.799 -4.108 -3.711
C 1.580 -2.756 -3.913
C 1.788 -1.865 -2.875
H 5.080 -1.391 -0.722
H 4.933 0.185 0.028
H 4.565 -0.016 -1.679
H 3.633 -2.021 1.806
H 1.943 -2.466 1.673
H 2.387 -0.866 2.244
H 2.619 -4.046 -0.432
H 2.273 -5.626 -2.282
H 1.684 -4.800 -4.529
H 1.252 -2.405 -4.880
H 1.650 -0.791 -3.050
C -0.921 4.652 -1.861
C -1.836 3.700 -2.597
C -3.166 3.536 -1.899
C -2.005 4.106 -4.039
Sb -0.794 1.626 -2.585
C -2.278 0.087 -3.374
C -1.448 -1.060 -3.919
C -3.123 -0.347 -2.189
C -3.110 0.690 -4.485
C 2.352 2.022 -4.677
C 3.003 2.413 -3.405
C 2.747 0.754 -5.330
C 1.565 2.988 -5.475
H -1.342 5.655 -1.896
H 0.066 4.693 -2.322
H -0.828 4.378 -0.813
H -3.653 4.509 -1.835
H -3.057 3.151 -0.887
H -3.830 2.881 -2.457
H -2.436 5.106 -4.072
H -2.680 3.444 -4.569
H -1.054 4.139 -4.564
H -0.785 -1.475 -3.155
H -0.843 -0.730 -4.766
H -2.104 -1.860 -4.267
H -2.497 -0.662 -1.351
H -3.753 -1.191 -2.473
H -3.775 0.458 -1.853
H -2.478 1.075 -5.285
H -3.753 1.488 -4.124
H -3.751 -0.081 -4.915
H 2.842 1.648 -2.628
H 2.637 3.372 -3.045
H 4.087 2.493 -3.538
H 3.223 0.071 -4.632
H 3.457 0.952 -6.142
H 1.889 0.266 -5.794
H 1.282 3.865 -4.894
H 0.672 2.512 -5.890
H 2.147 3.333 -6.337
*
```

Summary:
Kohn-Sham gap (spin up / spin down) (eV): 3.7 / 3.9
Molecular weight (g/mol): 880.918
Largest force on an atom (eV/A): 1.6
Lowest unoccupied orbital energy (spin up / spin down) (eV): -7.89 / -7.73

=====

| no. | E_tot (eV) |
| --- | --- |
| 1 | -92909.85924 |
| 2 | -351275.29804 |
| 3 | -69275.14043 |
| 4 | -64247.29663 |